A single C21H45N3 molecule, computed with ωB97M-V with the def2-TZVPD basis set.

Its total charge is 0. For the total energy, the calculation gives -991.43530 hartree. The calculation puts the relative energy (zero: lowest compared OMol25 entry of this formula, charge and spin) at 0.099 eV. As for the SMILES: CCCC[C@@H](CN[C@H](C)CNC)NC[C@H]1CC[C@H](C(C)(C)C)CC1. The spin multiplicity is 1. The calculation puts the HOMO-LUMO gap at 9.2 eV.

Structure (XYZ):
```
69
Properties=species:S:1:pos:R:3:forces:R:3
C -5.1113 1.4513 -1.9414 0.1697 0.1141 -0.1762
C -3.7187 1.4925 -2.5588 -0.1041 -0.2560 0.2331
C -2.7952 0.4428 -1.9467 0.1664 0.3711 -0.2930
C -1.4039 0.4657 -2.5711 -0.2067 -0.4968 0.2625
C -0.4554 -0.5235 -1.8874 0.1716 0.3979 -0.4665
C 0.8425 -0.6643 -2.7068 -0.1594 -0.2454 0.2594
N 0.5542 -1.2219 -4.0125 -0.1589 0.0067 -0.0537
C 1.6679 -1.2516 -4.9413 0.1173 -0.1492 -0.1606
C 1.1213 -1.5483 -6.3384 0.2333 0.1931 0.2696
C 2.7742 -2.2512 -4.5401 -0.1127 0.2735 -0.0017
N 2.2132 -3.5612 -4.2672 -0.2159 0.0118 -0.3274
C 3.1925 -4.5046 -3.7722 0.0651 -0.0610 -0.0117
N -0.2286 -0.0957 -0.5196 0.1500 0.1478 0.0768
C 0.2707 -1.1077 0.3876 0.1650 -0.1179 0.2501
C 0.3302 -0.5985 1.8330 -0.1233 0.1213 -0.4072
C -1.0141 -0.0337 2.2834 0.1480 -0.2042 0.2599
C -0.9524 0.4262 3.7378 -0.0695 0.2674 -0.2413
C 0.1235 1.5003 3.9330 0.0828 -0.2772 0.3273
C 0.1457 2.1073 5.3618 -0.0287 0.1802 0.0019
C 0.3890 1.0530 6.4444 -0.0492 0.1278 -0.2159
C -1.1917 2.8035 5.6472 0.1833 -0.1749 -0.0368
C 1.2476 3.1714 5.4606 -0.1423 -0.2204 -0.0018
C 1.4676 0.9097 3.4926 -0.0907 0.3398 -0.2477
C 1.4098 0.4635 2.0336 0.0445 -0.3575 0.2093
H -5.7531 2.2087 -2.3863 -0.1391 0.0436 0.0174
H -5.5695 0.4774 -2.1000 -0.0968 -0.0992 0.0151
H -5.0576 1.6320 -0.8701 -0.0488 0.0099 0.1316
H -3.7936 1.3231 -3.6356 0.0460 0.0703 -0.0637
H -3.2864 2.4846 -2.4105 0.0571 0.0435 -0.0712
H -3.2348 -0.5474 -2.0850 -0.0541 -0.1100 0.0376
H -2.6984 0.6160 -0.8738 -0.0633 -0.0518 0.0725
H -1.4565 0.2087 -3.6294 0.0018 0.1068 -0.0428
H -0.9846 1.4705 -2.4853 0.1077 0.1218 -0.0257
H -0.9444 -1.5040 -1.8444 -0.0002 -0.0231 -0.0077
H 1.5621 -1.2705 -2.1318 0.0082 0.1037 -0.0270
H 1.2799 0.3298 -2.8547 0.0010 0.0175 0.0718
H 0.2083 -2.1709 -3.8993 0.0632 0.0385 0.0133
H 2.1143 -0.2489 -4.9514 -0.0227 -0.0952 -0.0053
H 0.6152 -2.5103 -6.3570 -0.0999 -0.1571 -0.0570
H 1.9250 -1.5549 -7.0708 0.0665 -0.0662 -0.1326
H 0.3998 -0.7845 -6.6131 -0.0884 0.0243 -0.0473
H 3.5505 -2.2711 -5.3259 -0.0270 0.0199 0.1019
H 3.2528 -1.9051 -3.6184 0.0340 -0.0026 -0.0505
H 1.7930 -3.9288 -5.1163 0.0534 0.0227 0.1213
H 2.7096 -5.4678 -3.6156 0.0754 -0.0598 0.0570
H 4.0499 -4.6443 -4.4489 -0.0138 -0.0064 0.0630
H 3.5714 -4.1461 -2.8141 0.0382 -0.0728 0.0274
H 0.3866 0.7115 -0.5188 -0.0316 0.0082 -0.0175
H 1.2709 -1.4881 0.1106 -0.1184 -0.0446 0.0289
H -0.4265 -1.9506 0.3392 0.0561 -0.0261 0.0107
H 0.5800 -1.4585 2.4665 0.0205 -0.0002 0.0153
H -1.7876 -0.7961 2.1715 -0.0911 -0.0016 -0.0835
H -1.2782 0.8029 1.6356 -0.0805 0.0140 -0.0257
H -1.9314 0.8107 4.0233 -0.0398 -0.0446 0.0993
H -0.7281 -0.4352 4.3697 -0.0247 -0.0523 0.1202
H -0.1093 2.3268 3.2498 -0.0103 0.0668 -0.0260
H -0.4153 0.3228 6.4691 -0.0807 -0.1261 0.0455
H 1.3287 0.5322 6.2809 0.1255 -0.1043 0.0278
H 0.4363 1.5335 7.4196 0.0102 0.0331 0.1311
H -2.0064 2.0885 5.7172 -0.1348 -0.0460 -0.0002
H -1.4264 3.5210 4.8640 -0.0665 0.1218 -0.1050
H -1.1392 3.3378 6.5936 -0.0128 0.0680 0.1103
H 1.1436 3.7293 6.3890 0.0032 0.0707 0.1051
H 2.2364 2.7214 5.4565 0.1443 -0.0013 -0.0262
H 1.1803 3.8745 4.6332 0.0239 0.1299 -0.1212
H 2.2631 1.6473 3.5980 0.0612 -0.0230 0.0905
H 1.7163 0.0496 4.1171 0.0656 -0.0468 0.0805
H 1.1918 1.3315 1.4079 0.0228 0.1026 -0.0803
H 2.3830 0.0661 1.7326 0.0238 0.0315 -0.0870
```
Positions in Å, forces in eV/Å.